(1)
C44H37NO6 | the ωB97M-V functional and the def2-TZVPD basis

The strongest force on any atom comes out at 2.329 eV/Å. The HOMO-LUMO gap comes out at 8.59 eV. As for the total energy: -60004.3741 eV. The SMILES is CCCCCCCCc1cccc2c1C(=O)NC2=O.O=C1c2ccccc2C(=O)c2ccccc21.O=C1c2ccccc2C(=O)c2ccccc21.

Positions of all 88 atoms, in Å:
C 7.0103 0.3234 -3.8222
C 7.5271 1.0950 -5.0602
C 6.4267 1.6281 -5.9912
C 5.6231 2.8166 -5.4304
C 4.6410 2.4625 -4.2871
C 3.3199 3.2735 -4.3579
C 2.2462 2.5065 -3.5736
C 0.8144 3.1185 -3.7202
C -0.1770 1.9685 -3.8217
C -0.3106 1.0690 -2.7747
C -1.1823 0.0101 -2.8419
C -1.9414 -0.2205 -3.9785
C -1.8054 0.6760 -4.9878
C -0.9469 1.7806 -4.9433
C -1.0665 2.5716 -6.2393
O -0.2962 3.3325 -6.7606
N -2.3611 2.1509 -6.7678
C -2.4491 0.7458 -6.3711
O -2.8924 -0.1497 -7.0400
H 7.7453 -0.3875 -3.4347
H 6.8273 1.0482 -3.0202
H 6.0631 -0.1784 -4.0387
H 8.2118 1.8898 -4.7413
H 8.1408 0.3907 -5.6399
H 5.7858 0.8106 -6.3432
H 6.9423 2.0099 -6.8855
H 6.3095 3.6195 -5.1369
H 5.0274 3.2170 -6.2638
H 4.4464 1.3866 -4.2515
H 5.1250 2.7330 -3.3389
H 3.4956 4.2546 -3.9051
H 3.0082 3.3499 -5.4049
H 2.1836 1.4985 -4.0042
H 2.4754 2.3718 -2.5112
H 0.5517 3.7336 -2.8518
H 0.7234 3.7329 -4.6179
H 0.2771 1.1926 -1.8690
H -1.2517 -0.6470 -1.9797
H -2.6158 -1.0629 -4.0830
H -3.0711 2.5582 -6.1548
O 0.9053 -0.7937 0.5128
C 1.1918 -1.8514 1.0370
C 1.0254 -2.0461 2.5022
C 0.5160 -1.0097 3.2751
C 0.3203 -1.1909 4.6342
C 0.6320 -2.4114 5.2278
C 1.1559 -3.4416 4.4639
C 1.3600 -3.2622 3.1017
C 1.9401 -4.3725 2.2976
O 2.2805 -5.4099 2.8273
C 2.0870 -4.1838 0.8284
C 2.5932 -5.2210 0.0550
C 2.7048 -5.0697 -1.3171
C 2.3106 -3.8809 -1.9234
C 1.8183 -2.8393 -1.1554
C 1.7091 -2.9838 0.2228
H 0.2687 -0.0633 2.8135
H -0.0814 -0.3835 5.2338
H 0.4671 -2.5564 6.2879
H 1.4032 -4.3879 4.9260
H 2.8955 -6.1469 0.5253
H 3.0959 -5.8803 -1.9183
H 2.3902 -3.7681 -2.9970
H 1.5153 -1.9141 -1.6280
O -2.9924 0.6012 6.2710
C -4.1902 0.4475 6.1437
C -5.1281 1.5846 6.3471
C -4.6206 2.8387 6.6646
C -5.4800 3.9134 6.8190
C -6.8509 3.7408 6.6556
C -7.3631 2.4897 6.3557
C -6.5059 1.4066 6.2062
C -7.0717 0.0641 5.9016
O -8.2717 -0.1017 5.8322
C -6.1322 -1.0685 5.6779
C -6.6405 -2.3212 5.3575
C -5.7773 -3.3764 5.1151
C -4.4013 -3.1846 5.1909
C -3.8900 -1.9415 5.5234
C -4.7517 -0.8798 5.7733
H -3.5545 2.9742 6.7866
H -5.0826 4.8903 7.0622
H -7.5198 4.5847 6.7648
H -8.4293 2.3547 6.2339
H -7.7100 -2.4693 5.2938
H -6.1751 -4.3506 4.8619
H -3.7279 -4.0084 4.9916
H -2.8188 -1.8007 5.5831

Force components x, y, z for each atom (eV/Å):
0.1 0.9 0.1
-0.1 -1.0 0.0
0.8 0.8 0.1
-0.5 -0.6 -0.3
0.4 1.0 0.0
0.5 -1.2 0.7
-0.8 0.4 -0.6
0.0 -0.7 0.2
0.8 1.4 0.1
0.1 0.0 0.5
-0.1 -0.6 0.6
-0.3 -0.6 0.1
-0.1 0.9 -2.2
0.2 -0.3 -0.1
0.0 -0.1 1.1
-0.9 -0.6 0.4
0.1 -0.3 -1.0
-0.1 -1.0 0.6
0.2 1.0 0.6
-0.1 0.0 -0.2
-0.2 -0.3 0.0
0.2 -0.1 0.0
-0.2 0.0 -0.1
-0.1 0.2 0.0
-0.1 0.1 0.3
-0.1 -0.2 0.1
-0.1 -0.1 0.0
0.1 0.0 0.1
-0.1 0.1 -0.2
-0.1 -0.4 0.0
-0.2 0.1 -0.4
-0.1 0.3 0.2
0.2 0.1 0.1
0.2 0.1 -0.2
0.1 0.0 -0.1
0.2 0.0 0.1
0.0 0.1 -0.1
-0.1 0.0 -0.1
0.1 0.0 0.1
0.0 0.5 -0.4
-0.1 0.0 0.0
-0.1 0.3 -0.1
0.0 -0.1 0.0
-0.1 0.1 0.1
0.0 0.0 0.1
0.0 0.1 -0.1
-0.1 0.0 0.2
0.0 0.1 -0.1
0.1 -0.3 0.2
0.0 0.0 0.0
0.0 0.1 0.0
0.1 -0.1 -0.1
0.0 0.1 0.0
0.0 0.0 0.0
0.0 0.0 -0.2
0.0 -0.1 0.0
0.0 -0.1 -0.1
0.0 0.0 0.0
0.0 0.0 0.0
0.1 0.0 -0.1
0.0 0.1 0.1
0.0 0.0 0.0
0.0 0.0 0.0
0.0 0.0 0.1
0.0 0.0 0.0
0.3 0.0 0.0
-0.1 0.0 0.0
0.0 0.2 0.0
-0.1 0.0 0.0
0.1 0.0 0.0
-0.1 0.2 0.0
0.2 0.0 0.0
-0.4 0.0 0.0
0.0 0.0 0.0
0.1 0.0 0.0
0.0 -0.2 -0.1
0.1 0.0 0.0
-0.1 0.0 0.0
0.1 -0.2 0.0
-0.1 0.0 0.0
0.0 -0.1 0.0
0.0 0.0 0.0
0.0 0.0 0.0
0.0 -0.1 0.0
0.0 0.1 0.0
0.0 0.0 0.0
0.0 0.0 0.0
0.0 0.2 0.0

Results of the Mulliken charge analysis, in e, for atoms 1 through 4: number 1, C, carries -0.9999; number 2, C, carries -0.4128; number 3, C, carries -0.7813; number 4, C, carries -0.5493

---

(2)
C44H38ClN5NiO8 | the ωB97M-V functional and the def2-TZVPD basis

The strongest force on any atom comes out at 3.020 eV/Å. The HOMO-LUMO gap (alpha / beta) comes out at 5.27 / 5.42 eV. As for the total energy: -123641.3497 eV. As for the net charge: -2. The spin multiplicity is 3.

Positions of all 97 atoms, in Å:
Ni 1.4791 0.5143 0.0054
C -0.3599 4.4543 -0.7157
O -0.0003 4.3982 -2.0960
C 1.3250 4.0542 -2.2601
C 2.1384 5.0205 -2.7811
C 3.4866 4.8418 -2.8314
C 4.0509 3.7424 -2.2099
C 3.2789 2.7765 -1.5693
C 4.0091 1.7371 -0.8171
N 3.4477 0.7193 -0.2666
N 4.3226 -0.2123 0.3048
C 3.6246 -1.1433 0.8732
O 2.3674 -1.1141 1.1071
C 4.4157 -2.3493 1.3685
C 3.7530 -3.5572 1.4457
C 4.4370 -4.6339 1.9963
C 5.7561 -4.5942 2.4589
C 6.4291 -3.3812 2.1926
C 5.7507 -2.2585 1.7239
C 1.8308 2.8400 -1.7123
O 1.0667 1.9646 -1.2161
H -1.4409 4.5045 -0.6073
H 0.1275 3.6642 -0.1949
H -0.0074 5.4217 -0.2743
H 1.5591 5.8926 -3.1925
H 4.1273 5.6200 -3.3145
H 5.1543 3.6757 -2.2671
H 5.1045 1.7360 -0.8022
H 2.7137 -3.5657 1.1326
H 3.9079 -5.6265 2.0055
H 6.1668 -5.5059 2.9370
H 7.4746 -3.3024 2.5054
H 6.3040 -1.3359 1.5136
C -7.0781 -0.2261 0.7200
O -5.7357 0.2202 0.7941
C -5.0103 -0.4036 1.7970
C -5.5760 -1.1715 2.7989
C -4.7616 -1.7476 3.7624
C -3.3805 -1.5208 3.6688
C -2.8094 -0.7371 2.7116
C -3.6281 -0.1485 1.7238
N -3.0959 0.6076 0.7228
C -1.6845 0.7746 0.6893
N -1.3251 1.7822 1.5733
C -0.0403 2.0872 2.1635
C 1.1774 1.6162 1.7185
C 2.3003 1.9712 2.5031
C 2.2250 2.8110 3.6155
C 0.9728 3.3300 4.0082
C -0.1458 2.9347 3.3128
O -1.4299 3.3572 3.7218
C -1.8655 2.4405 4.7115
N -0.8846 0.0763 -0.0300
C -1.4239 -0.9974 -0.7819
C -0.9938 -2.2723 -0.4437
C -1.5611 -3.3808 -1.0402
C -2.5513 -3.2178 -2.0630
C -2.9049 -1.9422 -2.4540
C -2.2951 -0.8385 -1.8251
O -2.7015 0.4241 -2.2539
C -1.6248 1.2972 -2.6530
H -7.4573 0.1903 -0.2252
H -7.6892 0.1447 1.5491
H -7.1625 -1.3457 0.5993
H -6.6393 -1.3497 2.8991
H -5.2091 -2.3291 4.5527
H -2.7042 -1.9871 4.3432
H -1.7435 -0.6798 2.6223
H -3.4559 0.3909 -0.2188
H -2.0931 2.3221 2.0475
H 3.2944 1.5271 2.2530
H 3.1133 3.1470 4.1520
H 0.8968 4.0335 4.8679
H -2.8068 2.7860 5.1104
H -1.0362 2.4032 5.4163
H -2.0710 1.4121 4.3504
H -0.2171 -2.3778 0.2713
H -1.1878 -4.3538 -0.7674
H -3.0256 -4.1337 -2.5020
H -3.6441 -1.6813 -3.1961
H -1.6324 1.3344 -3.7575
H -0.6775 1.0516 -2.2461
H -1.8934 2.2739 -2.3566
Cl -1.3485 -3.3510 -7.1348
C -0.5283 -2.9469 -5.6422
C -0.2011 -1.6146 -5.4043
C 0.4334 -1.2704 -4.2565
C 0.7620 -2.2665 -3.2891
C 0.5206 -3.5934 -3.6395
C -0.2103 -3.9444 -4.7885
C 1.5073 -1.9317 -2.0339
O 2.1216 -2.8866 -1.4509
O 1.5356 -0.7254 -1.7023
H -0.4642 -0.8584 -6.1291
H 0.6728 -0.2450 -4.0547
H 0.7625 -4.3173 -2.8610
H -0.4906 -4.9504 -4.9925

Force components x, y, z for each atom (eV/Å):
-0.1 -1.1 0.6
0.4 1.8 -0.1
-0.8 -0.4 -0.1
0.0 0.1 0.7
-2.0 0.9 -0.9
1.9 1.1 -0.8
0.8 0.3 -0.3
0.1 -0.1 -0.3
-0.7 -0.8 -0.4
1.2 1.0 0.3
0.3 1.0 -1.1
-1.3 -0.8 1.2
0.6 -0.5 -0.2
-0.7 1.1 -0.4
0.3 0.0 0.6
-0.9 -2.0 0.0
-0.6 0.7 -0.9
0.3 -0.6 1.4
0.9 -0.2 -0.5
1.5 0.2 0.9
-1.1 0.3 -0.5
-0.1 -0.6 -0.2
-0.2 -0.8 0.6
0.1 -0.5 -0.3
1.0 -0.6 0.4
-0.5 -0.8 0.4
-0.7 -0.2 0.4
-0.1 0.3 -0.1
0.2 -0.3 -0.1
0.5 1.0 0.3
0.1 0.9 -0.5
-0.2 0.1 -0.2
-0.4 -0.3 0.3
-0.1 -0.4 -1.4
-0.5 -0.8 0.5
0.2 0.9 -0.7
0.0 -0.2 0.4
0.9 0.5 -0.4
-0.9 -0.6 0.9
-1.0 0.3 -1.3
0.0 -1.2 1.6
0.0 0.4 -2.0
0.4 1.1 1.0
-0.2 0.1 0.2
-0.8 0.5 0.8
0.5 -0.3 -0.2
0.5 -0.2 0.3
-0.5 0.3 -0.3
0.5 0.3 0.5
-0.1 -0.2 -1.1
0.3 -0.4 -0.4
0.1 -0.4 0.0
0.1 0.5 0.2
0.8 0.4 0.9
-0.8 -0.7 -0.5
-0.7 0.5 -1.1
0.3 -1.1 0.7
0.5 0.5 0.6
-1.0 0.3 -1.2
0.2 -0.7 0.6
-1.1 -0.3 -1.5
0.0 0.0 0.4
0.1 -0.2 0.0
0.2 1.0 0.5
0.0 0.2 -0.3
0.1 -0.2 0.1
0.3 -0.4 0.7
0.4 0.2 0.1
0.0 0.4 0.7
1.0 -1.1 -1.1
-0.9 0.5 0.1
-0.1 -0.2 -0.1
-0.1 -0.6 -0.7
-0.1 0.4 0.4
-0.5 -0.3 0.7
0.4 0.4 -0.3
0.6 0.0 0.6
-0.1 -0.2 0.0
0.5 1.1 0.3
0.0 -0.3 -0.2
0.3 -0.3 0.3
0.9 -0.4 0.3
-0.2 1.1 0.7
-0.2 0.0 -0.2
-0.3 0.8 -0.8
-0.5 -0.2 -0.9
0.4 -0.7 1.8
0.0 0.0 -2.0
-0.8 0.1 0.9
1.1 0.2 1.3
2.0 -1.5 1.7
-1.3 1.1 -1.0
-0.7 0.3 -0.4
0.0 0.0 -0.1
0.1 0.3 0.2
0.2 0.0 -0.4
-0.1 -0.6 -0.1

Results of the Mulliken charge analysis, in e, for atoms 1 through 4: number 1, Ni, carries 0.9185; number 2, C, carries -0.3991; number 3, O, carries -0.5190; number 4, C, carries -0.2408